Entry 1:
A structure of composition C21H20ClN2O4PtS, computed with wB97M-V/def2-TZVPD.

Each line ends with the Löwdin charge.
Geometry (Å):
Pt 0.17538 0.65796 1.25606  1.008
C -4.92416 -2.97073 -4.99232  -0.032
C -4.10271 -2.57803 -3.79896  -0.243
C -2.70895 -2.56850 -3.85844  -0.013
C -1.94995 -2.21068 -2.75981  -0.037
C -2.60281 -1.85163 -1.58523  -0.325
C -3.99165 -1.85176 -1.49476  -0.048
C -4.72904 -2.21895 -2.60544  -0.014
S -1.65632 -1.39622 -0.19781  0.648
O -0.48013 -2.19916 -0.12606  -0.287
O -2.51445 -1.21236 0.93724  -0.281
N -1.06838 0.21794 -0.58072  -0.192
C -1.99967 1.02855 -0.90521  -0.041
C -2.73748 1.53238 1.79469  -0.379
O -3.87803 1.48883 1.68920  0.294
O -1.59754 1.64667 2.07052  0.045
H -4.29667 -3.28613 -5.82312  0.081
H -5.53810 -2.13317 -5.32665  0.093
H -5.59948 -3.78921 -4.74145  0.093
H -2.21409 -2.85680 -4.77683  0.122
H -0.86888 -2.22477 -2.80291  0.122
H -4.47427 -1.58689 -0.56353  0.121
H -5.81007 -2.23537 -2.54540  0.127
H -2.99745 0.67855 -1.17712  0.102
H -1.73109 2.04946 -1.16826  0.108
C 0.77416 0.70274 3.24319  -0.184
C 1.91508 1.65643 3.25737  -0.336
C 1.70296 3.03614 3.28066  -0.059
C 2.75870 3.92512 3.14476  -0.074
C 4.05713 3.45297 3.00561  -0.085
C 4.28916 2.08456 3.01997  -0.088
C 3.22933 1.19877 3.14580  -0.077
H -0.11932 1.07180 3.73960  0.056
H 1.03640 -0.31851 3.50720  0.070
H 0.69374 3.41365 3.40744  0.110
H 2.56915 4.99051 3.16376  0.108
H 4.88212 4.14584 2.90841  0.107
H 5.30091 1.70639 2.94249  0.110
H 3.41728 0.12985 3.16329  0.116
Cl 5.03293 2.25529 -0.72352  0.742
C 4.03329 0.91120 -0.33490  -0.642
C 4.49513 -0.38747 -0.46404  -0.049
C 3.64563 -1.42412 -0.11856  -0.015
C 2.37487 -1.14221 0.34230  -0.093
N 1.94256 0.12112 0.45995  -0.111
C 2.75609 1.13846 0.13783  -0.148
H 5.49771 -0.57513 -0.82335  0.123
H 3.96274 -2.45340 -0.20259  0.123
H 1.66878 -1.91293 0.60841  0.102
H 2.37943 2.14293 0.27128  0.120

Cartesian forces (eV/Å) of the 3 atoms listed first:
-0.3481 0.0036 0.4206
0.0078 -0.0015 0.0043
-0.0065 -0.0046 -0.0165

Output
* relative energy (zero: lowest compared OMol25 entry of this formula, charge and spin): 0.0 kcal per mole
* spin multiplicity: 1
* Kohn-Sham gap: 7.0 eV
* total charge: +1

Entry 2:
A structure of composition C21H20CuI2N7S, computed with wB97M-V/def2-TZVPD.

Each line ends with the Löwdin charge.
Geometry (Å):
Cu -1.55470 0.55937 -0.41618  -0.078
C -0.14334 -0.22625 2.36701  -0.125
N -1.36619 0.49743 2.08527  -0.069
C -1.46989 1.87939 2.49880  -0.116
C -1.37904 2.84270 1.34452  -0.278
N -1.50442 2.51998 0.08884  0.112
C -1.43159 3.71104 -0.62869  -0.196
C -1.52093 3.93568 -1.99868  -0.012
C -1.41215 5.24283 -2.42989  -0.078
C -1.22117 6.30132 -1.52848  -0.090
C -1.13865 6.08893 -0.16541  -0.025
C -1.25089 4.77125 0.26120  -0.184
N -1.21951 4.18335 1.51777  0.165
C 0.66770 -0.51183 1.13617  -0.289
N 0.26636 -0.33662 -0.09020  0.123
C 1.26405 -0.86357 -0.90230  -0.210
C 1.32100 -0.97855 -2.28637  -0.002
C 2.43432 -1.59422 -2.82595  -0.083
C 3.47088 -2.07735 -2.01329  -0.091
C 3.42632 -1.96339 -0.63571  -0.025
C 2.29977 -1.35162 -0.10163  -0.196
N 1.89663 -1.09246 1.19852  0.176
H 0.48005 0.31150 3.09153  0.125
H -0.38685 -1.20002 2.80283  0.119
H -2.17724 -0.05652 2.31228  0.072
H -2.43532 2.04495 2.98472  0.137
H -0.70260 2.13805 3.23860  0.123
H -1.70122 3.11369 -2.67958  0.057
H -1.48551 5.46051 -3.48694  0.104
H -1.14312 7.31072 -1.91042  0.101
H -0.99768 6.90850 0.52690  0.107
H -1.12099 4.65469 2.39919  0.163
H 0.50887 -0.61435 -2.90303  0.121
H 2.51142 -1.70903 -3.89904  0.103
H 4.32641 -2.55090 -2.47681  0.102
H 4.22699 -2.33928 -0.01170  0.110
H 2.36170 -1.37832 2.04168  0.157
I -3.46978 -1.01379 -0.97711  0.463
I -3.94976 0.89091 -3.21779  -0.197
C 1.66877 -4.65959 1.86834  -0.028
C 0.66521 -4.22815 0.84052  -0.346
C 0.84621 -4.48644 -0.51010  -0.028
C -0.13999 -4.02932 -1.36497  -0.127
N -1.23080 -3.40970 -0.93562  0.036
C -1.32614 -3.21663 0.37974  -0.826
S -2.78072 -2.46127 1.02087  0.387
N -0.40638 -3.57051 1.28700  0.090
H 2.41783 -5.32453 1.44205  0.077
H 1.16399 -5.16137 2.69288  0.083
H 2.18029 -3.78876 2.28426  0.062
H 1.72111 -5.00356 -0.87740  0.109
H -0.05933 -4.16891 -2.43819  0.115

Cartesian forces (eV/Å) of the 3 atoms listed first:
0.0518 0.0082 0.0273
-0.0204 0.0372 -0.0140
0.0404 0.0257 0.0453

Output
* spin multiplicity: 1
* Kohn-Sham gap: 7.4 eV
* total charge: 0

Entry 3:
A structure of composition C21H20F5NP2RhSSe, computed with wB97M-V/def2-TZVPD.

Each line ends with the Löwdin charge.
Geometry (Å):
Rh -0.27300 -0.21900 0.27564  0.182
F -0.25665 6.42431 1.19113  0.156
C -0.46083 5.24030 0.63668  -0.123
C -0.28060 4.07599 1.38285  -0.140
F 0.10721 4.13514 2.64750  0.150
C -0.50025 2.85649 0.76679  -0.231
F -0.27080 1.72769 1.49278  -0.040
C -0.87761 2.72095 -0.55596  -0.514
S -1.17440 1.15438 -1.30052  0.704
C -1.03803 3.90041 -1.28147  -0.233
F -1.38975 3.84220 -2.56597  0.106
C -0.84220 5.14685 -0.70050  -0.126
F -1.00556 6.24942 -1.41936  0.152
C 3.03729 0.06587 0.69355  -0.196
P 1.75468 0.30229 -0.56790  0.788
C 2.08487 1.94624 -1.25758  -0.215
C 2.12049 -0.83499 -1.92061  -0.358
C 3.21223 -0.68430 -2.77121  -0.060
C 3.39879 -1.57458 -3.81273  -0.042
C 2.49878 -2.61357 -4.01273  -0.040
C 1.41483 -2.77127 -3.16738  -0.060
C 1.23173 -1.88647 -2.10807  -0.356
P -0.08322 -2.09983 -0.87626  0.761
C 0.54710 -3.46258 0.14711  -0.211
C -1.49196 -2.78766 -1.77291  -0.182
H 4.01371 0.11001 0.20669  0.063
H 2.92639 -0.89965 1.18390  0.047
H 2.97670 0.84994 1.44876  0.060
H 3.11051 2.00732 -1.62366  0.059
H 1.95184 2.70801 -0.49114  0.056
H 1.39184 2.13566 -2.07398  0.046
H 3.90678 0.13423 -2.64197  0.109
H 4.23940 -1.45285 -4.47945  0.119
H 2.64507 -3.30540 -4.82944  0.119
H 0.72639 -3.58638 -3.33737  0.108
H 0.88171 -4.27701 -0.49716  0.065
H -0.24266 -3.80875 0.81169  0.029
H 1.38298 -3.11749 0.75622  0.050
H -1.18946 -3.75113 -2.18803  0.064
H -1.81449 -2.12279 -2.57357  0.073
H -2.32237 -2.94870 -1.09187  0.020
Se -1.54404 -1.20847 2.06718  0.732
C -2.88688 -2.36225 1.34156  -0.663
C -3.83072 -1.84296 0.45787  -0.138
C -4.79085 -2.70330 -0.05173  -0.145
N -4.86024 -3.99158 0.24594  0.075
C -3.97615 -4.46614 1.10943  -0.135
C -2.97722 -3.70187 1.69382  -0.119
H -3.82106 -0.80014 0.17505  0.098
H -5.53533 -2.33129 -0.74579  0.115
H -4.06628 -5.51716 1.35262  0.113
H -2.29587 -4.14546 2.40589  0.103

Cartesian forces (eV/Å) of the 3 atoms listed first:
-0.0638 -0.1218 0.4626
-0.0152 -0.0631 -0.0144
-0.0189 -0.2841 -0.0697

Output
* relative energy (zero: lowest compared OMol25 entry of this formula, charge and spin): 9.2 kcal per mole
* spin multiplicity: 1
* Kohn-Sham gap (alpha / beta): 6.5 / 6.5 eV
* total charge: +1

Entry 4:
A structure of composition C21H20N9PtSi, computed with wB97M-V/def2-TZVPD.

Each line ends with the Löwdin charge.
Geometry (Å):
Pt -1.07454 0.89527 -1.10560  1.008
C 1.71886 3.48230 -1.21918  -0.026
C 0.73693 3.01872 -0.19039  -0.354
C 1.12261 2.70298 1.10059  -0.114
C 0.16341 2.40587 2.10279  -0.071
C -1.16038 2.30746 1.79093  -0.063
C -1.58967 2.57549 0.46845  -0.156
C -0.66544 2.97247 -0.51625  -0.233
H 1.78508 4.57235 -1.18050  0.109
H 1.40519 3.20389 -2.22427  0.094
H 2.71485 3.08513 -1.02864  0.088
H 2.17230 2.75923 1.36387  0.137
H 0.50485 2.21341 3.11132  0.134
H -1.89149 2.06201 2.54837  0.128
H -2.64301 2.66462 0.23398  0.095
H -1.01740 3.48537 -1.40583  0.116
N -3.03191 -0.21614 -3.72966  0.181
C -2.07726 -1.02841 -3.25583  -0.366
N -1.78258 -2.19768 -3.86818  0.120
N -0.83412 -2.74411 -3.18116  0.121
N -0.52696 -1.95858 -2.19347  -0.124
N -1.30700 -0.84050 -2.17859  -0.023
C -3.38863 0.99765 -3.17269  -0.455
N -4.37877 1.74345 -3.59554  0.070
N -4.32303 2.83547 -2.80913  -0.035
N -3.37975 2.73435 -1.94708  -0.060
N -2.74073 1.55553 -2.15643  -0.138
H -3.53714 -0.52885 -4.54594  0.170
C 1.03198 -1.56177 4.20968  -0.054
C 2.19676 -1.07978 3.62722  -0.062
C 2.14856 -0.50418 2.36634  -0.106
C 0.93640 -0.39820 1.68049  -0.389
C -0.22695 -0.89053 2.27939  -0.126
C -0.18100 -1.47043 3.53602  -0.061
Si 0.86352 0.38904 0.01802  0.757
C 0.35949 -2.39266 -1.15333  -0.263
C 1.72463 -2.19431 -1.31870  -0.065
C 2.59666 -2.77903 -0.40946  -0.056
C 2.09753 -3.55029 0.62938  -0.046
C 0.72815 -3.73616 0.77941  -0.046
C -0.15400 -3.15586 -0.11533  -0.010
H 1.06834 -2.01000 5.19402  0.114
H 3.13814 -1.15190 4.15563  0.113
H 3.06232 -0.13450 1.91315  0.108
H -1.17446 -0.81749 1.75578  0.101
H -1.08520 -1.84967 3.99376  0.114
H 2.23349 0.51025 -0.52117  -0.002
H 2.09014 -1.64565 -2.17733  0.127
H 3.66373 -2.65235 -0.53246  0.122
H 2.78003 -4.01927 1.32532  0.121
H 0.34911 -4.34669 1.58722  0.122
H -1.22161 -3.31733 -0.03901  0.133

Cartesian forces (eV/Å) of the 3 atoms listed first:
0.0338 -0.0127 -0.0104
0.0080 -0.0079 0.0066
0.0333 0.0109 0.0318

Output
* relative energy (zero: lowest compared OMol25 entry of this formula, charge and spin): 0.0 kcal per mole
* spin multiplicity: 1
* Kohn-Sham gap: 7.9 eV
* total charge: +1

spin multiplicity of number 3 (C21H20F5NP2RhSSe)? 1

Repeat the first record exactly.
A structure of composition C21H20ClN2O4PtS, computed with wB97M-V/def2-TZVPD.

Each line ends with the Löwdin charge.
Geometry (Å):
Pt 0.17538 0.65796 1.25606  1.008
C -4.92416 -2.97073 -4.99232  -0.032
C -4.10271 -2.57803 -3.79896  -0.243
C -2.70895 -2.56850 -3.85844  -0.013
C -1.94995 -2.21068 -2.75981  -0.037
C -2.60281 -1.85163 -1.58523  -0.325
C -3.99165 -1.85176 -1.49476  -0.048
C -4.72904 -2.21895 -2.60544  -0.014
S -1.65632 -1.39622 -0.19781  0.648
O -0.48013 -2.19916 -0.12606  -0.287
O -2.51445 -1.21236 0.93724  -0.281
N -1.06838 0.21794 -0.58072  -0.192
C -1.99967 1.02855 -0.90521  -0.041
C -2.73748 1.53238 1.79469  -0.379
O -3.87803 1.48883 1.68920  0.294
O -1.59754 1.64667 2.07052  0.045
H -4.29667 -3.28613 -5.82312  0.081
H -5.53810 -2.13317 -5.32665  0.093
H -5.59948 -3.78921 -4.74145  0.093
H -2.21409 -2.85680 -4.77683  0.122
H -0.86888 -2.22477 -2.80291  0.122
H -4.47427 -1.58689 -0.56353  0.121
H -5.81007 -2.23537 -2.54540  0.127
H -2.99745 0.67855 -1.17712  0.102
H -1.73109 2.04946 -1.16826  0.108
C 0.77416 0.70274 3.24319  -0.184
C 1.91508 1.65643 3.25737  -0.336
C 1.70296 3.03614 3.28066  -0.059
C 2.75870 3.92512 3.14476  -0.074
C 4.05713 3.45297 3.00561  -0.085
C 4.28916 2.08456 3.01997  -0.088
C 3.22933 1.19877 3.14580  -0.077
H -0.11932 1.07180 3.73960  0.056
H 1.03640 -0.31851 3.50720  0.070
H 0.69374 3.41365 3.40744  0.110
H 2.56915 4.99051 3.16376  0.108
H 4.88212 4.14584 2.90841  0.107
H 5.30091 1.70639 2.94249  0.110
H 3.41728 0.12985 3.16329  0.116
Cl 5.03293 2.25529 -0.72352  0.742
C 4.03329 0.91120 -0.33490  -0.642
C 4.49513 -0.38747 -0.46404  -0.049
C 3.64563 -1.42412 -0.11856  -0.015
C 2.37487 -1.14221 0.34230  -0.093
N 1.94256 0.12112 0.45995  -0.111
C 2.75609 1.13846 0.13783  -0.148
H 5.49771 -0.57513 -0.82335  0.123
H 3.96274 -2.45340 -0.20259  0.123
H 1.66878 -1.91293 0.60841  0.102
H 2.37943 2.14293 0.27128  0.120

Cartesian forces (eV/Å) of the 3 atoms listed first:
-0.3481 0.0036 0.4206
0.0078 -0.0015 0.0043
-0.0065 -0.0046 -0.0165

Output
* relative energy (zero: lowest compared OMol25 entry of this formula, charge and spin): 0.0 kcal per mole
* spin multiplicity: 1
* Kohn-Sham gap: 7.0 eV
* total charge: +1